Entry 1:
Entry from the Open Molecules 2025 dataset: H24NeO12 as an isolated structure in a non-equilibrium geometry (wB97M-V/def2-TZVPD).

```
! RIJCOSX wB97M-V def2-TZVPD def2/J DEFGRID3
* xyz 0 1
Ne -5.04352 -7.08693 19.82066
O -4.32720 -4.98589 23.24651
H -4.16025 -5.79352 22.76060
H -4.24322 -4.29116 22.59341
O -3.82519 -3.43651 20.81822
H -3.03954 -3.66145 20.31984
H -4.55115 -3.66286 20.23688
O -8.65390 -5.83861 22.33383
H -8.26714 -5.75570 21.46218
H -7.90857 -5.79135 22.93257
O -6.13647 -6.01761 16.57876
H -5.78657 -6.14501 15.69695
H -7.04790 -5.75994 16.44038
O -7.31082 -8.51843 19.90202
H -7.07193 -9.01752 20.68308
H -7.48428 -7.63450 20.22579
O -6.02494 -8.98125 17.70509
H -6.45953 -8.79912 18.53827
H -5.73275 -8.12430 17.39446
O -3.58863 -10.38355 18.44772
H -4.35167 -9.84182 18.24647
H -3.12563 -9.90102 19.13258
O -5.99911 -9.96460 21.93511
H -5.44094 -10.48953 21.36140
H -6.78859 -10.49327 22.05112
O -2.26843 -8.64019 20.43682
H -1.67315 -9.15180 20.98466
H -1.72128 -7.94412 20.07301
O -4.12237 -7.66386 22.39555
H -3.49581 -7.82042 21.68905
H -4.73237 -8.39962 22.34276
O -5.43598 -4.22529 18.50654
H -5.58407 -3.43729 17.98372
H -5.55651 -4.94807 17.89069
O -7.57317 -5.58727 19.76432
H -6.82589 -5.19460 19.31309
H -8.32581 -5.07057 19.47660
*
```

Results
Relative energy (zero: lowest compared OMol25 entry of this formula, charge and spin) ... 74.9 kJ/mol
Orbital gap ... 9.54 eV
Largest force on an atom ... 1.50 eV/A

These are the Löwdin partial charges, in e, on atoms 1 to 5: atom 1 (Ne): 0.07, atom 2 (O): -0.07, atom 3 (H): -0.03, atom 4 (H): -0.02, atom 5 (O): -0.04

---

Entry 2:
Entry from the Open Molecules 2025 dataset: H24NeO12 as an isolated structure in a non-equilibrium geometry (wB97M-V/def2-TZVPD).

```
! RIJCOSX wB97M-V def2-TZVPD def2/J DEFGRID3
* xyz 0 1
Ne 0.01934 -0.30390 0.39611
O 0.07554 -3.36197 -0.23893
H -0.60163 -3.02711 -0.82675
H -0.12568 -2.96627 0.60911
O 1.19515 -1.85943 -3.02508
H 0.37622 -2.34744 -3.11130
H 1.41725 -1.92550 -2.09635
O 2.80205 -0.78731 3.74896
H 2.61638 -0.14980 3.05952
H 2.21296 -1.51885 3.56437
O 1.67880 3.54494 0.59123
H 2.12824 4.37121 0.41369
H 1.05540 3.45125 -0.12907
O -4.02388 -0.10897 1.31841
H -4.50218 -0.91339 1.11748
H -3.10217 -0.36638 1.29815
O -1.49098 0.25881 2.64720
H -1.37258 1.19979 2.51771
H -1.64178 0.16307 3.58758
O -0.20685 2.80739 -1.46953
H 0.33322 2.08996 -1.80096
H -0.40760 3.33391 -2.24329
O -1.74572 -2.01190 -1.71409
H -2.43800 -2.29814 -2.30995
H -1.73220 -1.05885 -1.80211
O 3.79403 1.85543 0.83294
H 2.91392 2.23168 0.82533
H 4.32950 2.50660 1.28624
O -0.65415 -2.54133 2.46335
H -0.79308 -1.60433 2.60107
H -1.47827 -2.94802 2.73105
O 1.58257 0.85797 -2.71824
H 2.36553 0.47465 -2.32293
H 1.07511 0.10595 -3.02349
O -1.97920 0.63709 -2.04336
H -2.04863 0.73503 -2.99300
H -1.62679 1.47409 -1.74090
*
```

Results
Relative energy (zero: lowest compared OMol25 entry of this formula, charge and spin) ... 77.3 kJ/mol
Orbital gap ... 10.34 eV
Largest force on an atom ... 1.29 eV/A

These are the Löwdin partial charges, in e, on atoms 1 to 5: atom 1 (Ne): 0.05, atom 2 (O): -0.07, atom 3 (H): -0.04, atom 4 (H): -0.03, atom 5 (O): -0.04

---

Entry 3:
Entry from the Open Molecules 2025 dataset: H24O12 as an isolated structure in a non-equilibrium geometry (wB97M-V/def2-TZVPD).

```
! RIJCOSX wB97M-V def2-TZVPD def2/J DEFGRID3
* xyz 0 1
H -0.05882 -1.73164 0.01006
H 0.57913 -0.36516 -0.17914
H 0.69166 2.39577 3.22106
H 0.19765 2.50532 1.78789
H 0.99348 -0.04900 2.91627
H 1.96945 1.01776 2.44771
H -3.88081 0.45938 0.96933
H -4.00189 1.70656 1.82952
H -0.64984 -4.95290 3.22100
H -1.45727 -4.13989 2.22244
H 1.21912 0.43032 -3.92805
H 0.64128 -0.50070 -2.87480
H 1.67024 -2.60579 -0.64352
H 1.94357 -1.30918 0.10088
H -0.73423 1.39994 -0.97358
H -0.99069 2.80599 -0.45656
H -2.31123 -2.17152 0.40764
H -2.10242 -1.94374 -1.08050
H 3.88393 0.63751 0.39071
H 4.74327 1.76551 -0.15627
H -2.00136 -0.30723 -3.26051
H -1.39423 0.56258 -2.17199
H 1.30918 1.54841 -1.59565
H 0.90680 2.78178 -2.38744
O -0.23749 -0.78951 0.10731
O 0.19992 1.91229 2.54769
O 1.40737 0.30598 2.12149
O -3.57112 1.36969 1.03583
O -1.50225 -4.51743 3.10812
O 0.99572 0.38798 -2.99141
O 2.34357 -2.15810 -0.11893
O -1.44624 2.01825 -0.77425
O -2.60409 -1.61771 -0.32484
O 4.79785 0.93879 0.33622
O -2.23229 0.35704 -2.60141
O 0.68309 1.85265 -2.26231
*
```

Results
Relative energy (zero: lowest compared OMol25 entry of this formula, charge and spin) ... 945.9 kJ/mol
Orbital gap ... 8.39 eV
Largest force on an atom ... 12.24 eV/A

These are the Löwdin partial charges, in e, on atoms 1 to 5: atom 1 (H): 0.03, atom 2 (H): 0.01, atom 3 (H): 0.05, atom 4 (H): 0.05, atom 5 (H): 0.06

---

Entry 4:
Entry from the Open Molecules 2025 dataset: a 12-piece molecular cluster, H24O12 overall in a non-equilibrium geometry (wB97M-V/def2-TZVPD).

```
! RIJCOSX wB97M-V def2-TZVPD def2/J DEFGRID3
* xyz 0 1
O 0.67728 3.65664 -2.24800
H 0.77928 2.74664 -1.89200
H 0.69328 3.51964 -3.15900
O 2.04928 1.30264 -1.21500
H 2.30728 1.00164 -2.05200
H 2.62328 0.90364 -0.54700
O 1.88728 -1.66836 1.07400
H 2.88028 -1.79636 1.05400
H 1.73528 -0.73636 1.37200
O -3.41772 -0.69736 1.93700
H -3.38372 -0.00736 1.19300
H -4.24772 -1.11436 2.08400
O 0.87528 2.84564 0.79800
H 1.50628 2.33364 0.26000
H 0.03928 2.36364 0.74100
O 1.89628 0.71664 2.46800
H 2.26228 0.01964 2.99500
H 0.96328 0.68764 2.67300
O -0.60572 0.53564 0.38500
H -0.23472 0.58664 -0.48900
H -0.70172 -0.36236 0.51800
O -3.18272 0.56264 -0.36300
H -2.30672 0.85964 -0.13900
H -3.76772 1.30764 -0.13500
O 1.05128 -1.81736 -1.33200
H 1.37728 -1.76036 -0.40400
H 1.81428 -1.51936 -1.85600
O -0.63872 0.80564 -2.44600
H 0.16928 0.33364 -2.44500
H -0.59072 1.44664 -3.14900
O 0.12428 -4.16936 0.77900
H 0.88628 -4.16836 1.31200
H -0.21572 -3.23536 0.68800
O -1.38772 -1.94136 0.60600
H -2.14372 -1.70836 1.21600
H -1.77272 -1.83336 -0.28200
*
```

Results
Relative energy (zero: lowest compared OMol25 entry of this formula, charge and spin) ... 217.0 kJ/mol
Orbital gap ... 9.72 eV
SMILES ... O.O.O.O.O.O.O.O.O.O.O.O
Largest force on an atom ... 3.82 eV/A

These are the Löwdin partial charges, in e, on atoms 1 to 5: atom 1 (O): -0.03, atom 2 (H): -0.01, atom 3 (H): -0.01, atom 4 (O): -0.03, atom 5 (H): 0.04

---

Entry 5:
Entry from the Open Molecules 2025 dataset: a 12-piece molecular cluster, H24O12 overall in a non-equilibrium geometry (wB97M-V/def2-TZVPD).

```
! RIJCOSX wB97M-V def2-TZVPD def2/J DEFGRID3
* xyz 0 1
O 3.54521 -1.75084 -0.65570
H 2.97366 -1.29210 0.02255
H 4.24263 -2.00826 -0.14744
O -3.22029 -0.83775 0.79980
H -3.01432 -0.79152 1.64332
H -4.15958 -1.18013 0.73238
O 1.28457 0.55169 2.77342
H 0.61588 1.07296 2.25921
H 1.05903 -0.01541 3.42196
O -1.41151 1.76003 -1.45519
H -0.54226 2.08560 -1.44027
H -1.87180 2.51817 -1.18055
O 1.01354 2.71091 -1.38543
H 1.50074 2.83224 -0.61280
H 0.89987 3.49205 -1.89270
O -0.23552 2.50749 1.54450
H -0.89859 2.43531 0.93336
H 0.34807 3.07804 1.02151
O 0.32171 -0.89873 -2.80637
H 0.14771 -0.67004 -1.90595
H 0.73517 -1.70406 -2.82268
O -2.04576 -3.22427 0.55830
H -1.12148 -2.97884 0.62746
H -2.41777 -2.34775 0.19423
O 0.55810 -2.31114 1.02251
H 0.19855 -1.55414 1.29307
H 1.07769 -2.61709 1.68504
O -0.08435 -0.36662 -0.28360
H -0.82527 0.33578 -0.51230
H 0.85263 0.03600 -0.33843
O -2.48904 -0.79850 -1.90701
H -2.12708 0.02512 -2.19915
H -2.61138 -0.58316 -0.90824
O 2.32952 0.72165 0.28479
H 3.19562 0.90970 0.43281
H 2.17607 0.85758 1.20360
*
```

Results
Relative energy (zero: lowest compared OMol25 entry of this formula, charge and spin) ... 439.4 kJ/mol
Orbital gap ... 8.90 eV
SMILES ... O.O.O.O.O.O.O.O.O.O.O.O
Largest force on an atom ... 7.40 eV/A

These are the Löwdin partial charges, in e, on atoms 1 to 5: atom 1 (O): -0.03, atom 2 (H): 0.03, atom 3 (H): -0.03, atom 4 (O): -0.01, atom 5 (H): -0.02

---

Entry 6:
Entry from the Open Molecules 2025 dataset: H24O12 as an isolated structure in a non-equilibrium geometry (wB97M-V/def2-TZVPD).

```
! RIJCOSX wB97M-V def2-TZVPD def2/J DEFGRID3
* xyz 0 1
O -37.84062 1.30895 -6.01094
H -37.83279 1.90447 -5.26159
H -37.81271 1.88455 -6.77524
O -34.15200 4.58533 -5.66932
H -33.49423 5.19108 -6.01082
H -34.53876 4.18661 -6.44886
O -35.36657 3.12989 -6.64085
H -35.10285 2.36791 -6.12504
H -35.92830 2.77169 -7.32815
O -33.80425 1.15218 -8.28435
H -33.97872 0.65750 -9.08502
H -34.61946 1.09705 -7.78574
O -38.17487 2.66197 -8.00827
H -38.60957 3.47971 -8.25032
H -37.34652 2.67952 -8.48760
O -35.52324 1.23777 -4.83195
H -34.84969 1.87535 -4.59522
H -36.32172 1.56811 -4.42019
O -36.45661 4.85673 -5.26940
H -36.36527 5.19259 -4.37771
H -35.56093 4.66250 -5.54559
O -35.65385 0.78386 -7.05746
H -36.19471 1.05460 -6.31557
H -35.23542 -0.02633 -6.76638
O -36.30785 1.18619 -9.02974
H -36.15545 0.79124 -8.17123
H -35.55111 1.75538 -9.16979
O -32.86498 2.91682 -6.72676
H -33.69832 3.24987 -7.05973
H -32.26956 2.96950 -7.47438
O -33.31004 0.93123 -5.73048
H -32.42288 0.64895 -5.50801
H -33.19077 1.77251 -6.17124
O -34.23229 2.81575 -4.36655
H -33.56830 2.55087 -3.73000
H -33.76350 3.37959 -4.98182
*
```

Results
Relative energy (zero: lowest compared OMol25 entry of this formula, charge and spin) ... 1018.0 kJ/mol
Orbital gap ... 9.88 eV
Largest force on an atom ... 6.45 eV/A

These are the Löwdin partial charges, in e, on atoms 1 to 5: atom 1 (O): -0.03, atom 2 (H): 0.06, atom 3 (H): -0.04, atom 4 (O): -0.06, atom 5 (H): 0.13

---

Copy entry 5 word for word.
Entry from the Open Molecules 2025 dataset: a 12-piece molecular cluster, H24O12 overall in a non-equilibrium geometry (wB97M-V/def2-TZVPD).

```
! RIJCOSX wB97M-V def2-TZVPD def2/J DEFGRID3
* xyz 0 1
O 3.54521 -1.75084 -0.65570
H 2.97366 -1.29210 0.02255
H 4.24263 -2.00826 -0.14744
O -3.22029 -0.83775 0.79980
H -3.01432 -0.79152 1.64332
H -4.15958 -1.18013 0.73238
O 1.28457 0.55169 2.77342
H 0.61588 1.07296 2.25921
H 1.05903 -0.01541 3.42196
O -1.41151 1.76003 -1.45519
H -0.54226 2.08560 -1.44027
H -1.87180 2.51817 -1.18055
O 1.01354 2.71091 -1.38543
H 1.50074 2.83224 -0.61280
H 0.89987 3.49205 -1.89270
O -0.23552 2.50749 1.54450
H -0.89859 2.43531 0.93336
H 0.34807 3.07804 1.02151
O 0.32171 -0.89873 -2.80637
H 0.14771 -0.67004 -1.90595
H 0.73517 -1.70406 -2.82268
O -2.04576 -3.22427 0.55830
H -1.12148 -2.97884 0.62746
H -2.41777 -2.34775 0.19423
O 0.55810 -2.31114 1.02251
H 0.19855 -1.55414 1.29307
H 1.07769 -2.61709 1.68504
O -0.08435 -0.36662 -0.28360
H -0.82527 0.33578 -0.51230
H 0.85263 0.03600 -0.33843
O -2.48904 -0.79850 -1.90701
H -2.12708 0.02512 -2.19915
H -2.61138 -0.58316 -0.90824
O 2.32952 0.72165 0.28479
H 3.19562 0.90970 0.43281
H 2.17607 0.85758 1.20360
*
```

Results
Relative energy (zero: lowest compared OMol25 entry of this formula, charge and spin) ... 439.4 kJ/mol
Orbital gap ... 8.90 eV
SMILES ... O.O.O.O.O.O.O.O.O.O.O.O
Largest force on an atom ... 7.40 eV/A

These are the Löwdin partial charges, in e, on atoms 1 to 5: atom 1 (O): -0.03, atom 2 (H): 0.03, atom 3 (H): -0.03, atom 4 (O): -0.01, atom 5 (H): -0.02

---

Q: Which value of orbital gap does entry 1 give?
A: 9.54 eV

---

Q: The highest relative energy (zero: lowest compared OMol25 entry of this formula, charge and spin) belongs to which entry?
A: number 6